Entry 1:
Density functional theory data (the ωB97M-V functional and the def2-TZVPD basis) for C57H78F3N13O5SSi2 as an isolated structure.

```
159
Properties=species:S:1:pos:R:3:lowdin_charge:R:1
H -1.504 -9.314 -3.303 0.0916
H 5.537 0.579 3.110 0.1391
C -7.631 7.851 1.940 -0.1031
C -7.675 9.727 3.176 -0.1379
H 1.269 -2.198 -5.572 0.0971
H -7.940 11.135 7.928 0.1058
C -5.221 -5.659 -2.236 -0.1416
C 3.818 -4.309 -5.487 -0.1007
H 6.575 -1.498 3.694 0.0902
H 3.063 -0.631 -0.548 0.1215
H -8.636 -1.273 -2.953 0.1011
H 10.027 -6.936 -1.064 0.0729
N -6.902 11.856 6.209 0.0005
H -7.162 4.426 -1.944 0.1023
C -6.973 3.443 -2.341 -0.1434
H -2.900 3.216 -1.059 0.1155
N 7.606 -7.650 -3.120 -0.0014
C -9.421 -3.467 -5.303 -0.1127
C -3.882 -7.397 -1.806 -0.1326
N 10.712 -1.428 2.097 0.0053
O -3.090 -0.502 0.283 -0.3136
C 4.165 1.248 -0.470 -0.1990
H -0.556 -7.373 -4.924 0.1110
H -7.352 13.579 8.928 0.0898
C -2.996 3.702 -0.093 -0.0703
C -9.625 -2.181 -4.733 -0.1110
H -6.061 9.110 4.400 0.1199
C 1.006 -7.571 -2.079 -0.1405
O -0.717 1.535 -0.642 -0.2200
C -2.620 5.867 6.597 -0.1409
H -5.490 2.830 -0.962 0.1124
C -2.466 3.906 2.228 -0.1382
H -1.558 -1.628 -1.821 0.1253
C -8.285 9.099 2.124 -0.1016
C 2.893 0.415 -0.277 -0.2085
H -3.093 5.704 4.535 0.0978
C -8.791 -2.077 -3.652 -0.1439
C 11.380 -4.882 0.023 -0.1257
F 0.239 -0.800 -0.070 -0.0632
C -6.271 13.023 5.870 -0.1419
H 4.504 1.643 1.492 0.0995
H -8.029 -5.079 -4.644 0.1021
H 4.403 -1.852 3.549 0.0781
C 9.110 -7.020 -1.622 -0.1085
H 10.549 -2.278 2.602 0.1227
Si -1.197 1.761 0.900 0.5711
C 11.702 0.099 0.845 -0.1147
H -1.140 -2.124 -4.791 0.0792
N -8.095 -3.249 -3.548 0.0024
H -3.630 -4.222 -2.623 0.0686
H 3.501 -2.703 -7.016 0.0912
C 3.051 -4.646 -4.405 -0.1588
H 1.239 -3.824 -3.675 0.1129
H -3.638 -8.412 -1.545 0.1062
H -4.526 8.434 7.377 0.0869
C -3.947 5.379 1.319 -0.1059
H -6.157 -5.143 -2.349 0.0819
C -6.373 13.876 6.935 -0.1111
H 12.687 -1.826 1.397 0.1053
C 8.896 -7.834 -2.702 -0.1386
C -6.906 1.503 -3.477 -0.1129
H 6.807 0.194 0.881 0.1128
C -3.078 -6.328 -2.094 -0.0968
H 4.735 -4.789 -5.785 0.0916
H 9.550 -8.524 -3.207 0.1041
Si 0.346 0.382 -1.159 0.2386
C 11.862 -1.134 1.419 -0.1455
H -2.001 -6.337 -2.106 0.0796
C -4.066 7.239 5.604 -0.1449
S -2.538 0.075 1.473 0.5378
C -0.929 -1.580 -2.713 -0.4069
C -0.226 -7.672 -3.944 -0.1427
C 10.783 -4.875 1.255 -0.1564
H -5.988 -7.563 -1.738 0.1438
H 4.765 0.802 -1.267 0.1242
C -3.836 4.791 0.061 -0.0508
C -3.986 7.622 6.918 -0.1073
C -6.000 1.429 -2.453 -0.1374
O -3.379 0.550 2.531 -0.3050
C 10.401 0.561 1.192 -0.1125
C -0.155 -0.259 -2.813 -0.1145
H 13.321 -5.793 -0.627 0.0915
H 9.849 -4.453 1.585 0.1032
H 7.717 -5.592 -0.603 0.0857
C 0.102 -8.590 -1.917 -0.1115
H -2.416 -2.756 -3.738 0.0621
H -9.111 9.487 1.553 0.0934
H -6.981 11.051 5.618 0.1032
H 13.475 -6.560 1.963 0.1047
H -9.915 -3.877 -6.168 0.0885
H 5.419 -0.758 0.392 0.1230
H -4.397 5.193 -0.773 0.1096
C 12.603 -5.596 0.152 -0.1079
H 12.432 0.610 0.241 0.0867
H 5.970 -6.443 -2.490 0.0952
H -5.926 6.988 3.087 0.0819
C -7.405 11.953 7.478 -0.1391
H 0.007 -9.212 -1.043 0.0899
C 5.732 0.069 1.039 -0.1775
H 3.881 2.256 -0.776 0.1200
H -7.412 -3.450 -2.842 0.1181
C 9.813 -0.404 1.965 -0.1357
H -4.643 7.630 4.787 0.0669
N -3.231 6.177 5.416 0.0143
N 5.033 1.313 0.694 -0.0557
C -2.294 3.227 1.015 -0.2615
H -5.332 0.639 -2.152 0.1036
F 0.025 -2.612 -2.539 -0.0547
H -7.863 7.102 1.201 0.0897
H -8.287 3.170 -4.059 0.0910
N -6.676 8.908 3.633 0.0069
N -6.046 2.614 -1.770 0.0044
C -6.643 7.764 2.884 -0.1500
C -3.931 -5.223 -2.365 -0.0985
O 6.703 -1.103 2.825 -0.0610
C -1.769 -1.898 -3.928 -0.0224
C -0.685 -8.645 -3.099 -0.1299
H 3.872 -1.597 1.879 0.0764
F -1.626 -1.038 2.122 -0.1933
H -1.930 3.581 3.113 0.1130
H -4.611 6.222 1.462 0.0938
C 12.709 -5.998 1.456 -0.1400
H -2.405 -1.048 -4.178 0.0897
N -5.184 -6.983 -1.896 0.0057
H 11.412 -5.710 3.094 0.1409
C -7.524 2.782 -3.406 -0.1066
H 1.765 -7.193 -1.418 0.1032
N 0.798 -7.021 -3.316 0.0140
H -0.078 1.815 1.856 0.0364
H -7.873 10.684 3.628 0.0979
H 3.459 -0.427 3.122 0.0762
N -3.268 4.953 2.381 0.0679
H 10.984 -4.430 -0.871 0.1000
C -8.470 -4.102 -4.550 -0.1462
H 8.840 -0.456 2.426 0.0791
H 2.589 0.465 0.774 0.1088
C 4.249 -1.097 2.775 -0.0358
O 1.862 0.954 -1.120 -0.1375
C 3.171 -3.219 -6.130 -0.1023
H 3.201 -5.407 -3.657 0.0975
H -10.305 -1.420 -5.077 0.0890
H -1.920 5.052 6.663 0.1035
H -0.781 0.459 -3.347 0.0985
H 1.304 -6.245 -3.704 0.0900
C -7.093 13.197 7.956 -0.1107
H -5.807 13.146 4.906 0.1049
N 11.599 -5.556 2.121 0.0040
C 6.993 -6.726 -2.321 -0.1471
H -7.108 0.727 -4.196 0.0853
C 2.033 -2.941 -5.418 -0.1392
C 5.544 -0.334 2.496 -0.4173
H 9.949 1.495 0.902 0.0865
H -2.764 6.759 8.585 0.0893
H 0.750 -0.446 -3.399 0.0968
H -5.976 14.876 6.979 0.0897
N 1.968 -3.812 -4.367 0.0100
C 7.899 -6.316 -1.379 -0.1086
H 7.174 -8.123 -3.892 0.1421
C -3.064 6.745 7.551 -0.1110
```

Values from the calculation:
highest occupied orbital energy: -7.938 eV
gap between HOMO and LUMO: 0.2717 Eh



Entry 2:
Density functional theory data (the ωB97M-V functional and the def2-TZVPD basis) for C57H81BN4O4PSr as an isolated structure in a non-equilibrium geometry.

```
149
Properties=species:S:1:pos:R:3:lowdin_charge:R:1
H 6.671 0.573 2.492 0.1045
H 8.521 0.790 0.865 0.0969
H -0.801 2.884 0.117 0.1112
H -2.598 0.163 -5.886 0.0850
H 3.419 -4.341 -4.411 0.0957
Sr 0.506 -0.088 0.667 1.2559
C -1.989 -4.187 4.519 -0.1888
H 5.144 4.525 4.179 0.0877
C 2.846 -2.283 -4.235 -0.0729
H 8.047 0.703 -1.561 0.0968
H 1.614 5.540 2.788 0.0799
H -0.998 0.091 -6.644 0.0804
H -1.536 -1.757 -5.752 0.0754
C 6.467 0.540 1.429 -0.0823
C 1.994 3.722 -2.291 -0.0265
H 0.198 -4.126 1.338 0.1186
C -2.037 -2.689 0.132 -0.1332
C -0.003 -3.053 1.500 -0.1601
C -1.220 -0.887 7.087 -0.0615
H -1.351 -0.020 7.742 0.0763
C -0.019 3.142 -0.593 -0.1423
N 2.887 1.537 -1.842 -0.0925
H -2.663 -0.562 -1.602 0.0741
N -0.607 -2.466 0.291 -0.2208
C -1.174 -1.961 -4.755 0.0083
C 2.465 3.860 4.571 -0.0224
H 2.592 3.183 5.416 0.0890
C -0.332 -1.134 -2.640 -0.3551
C -0.025 4.380 -1.197 -0.0696
H 4.428 -4.424 -2.148 0.0981
H -2.592 -2.973 6.159 0.0852
H -3.463 -4.696 -4.509 0.0869
C -0.910 -1.743 3.478 -0.3691
H -2.607 0.460 2.434 0.0594
H -1.692 1.648 -6.195 0.0801
C 1.899 2.488 -1.628 -0.3975
C 1.019 4.667 -2.073 -0.0769
C -0.207 -5.351 -5.476 -0.0558
H -2.267 -2.652 -0.933 0.1120
C -1.801 1.425 -3.569 -0.0526
H -0.978 -6.743 4.268 0.0729
C -1.444 -4.463 -5.278 -0.5633
H -1.296 1.107 4.290 0.0668
H -4.428 -5.286 3.868 0.0864
H -1.759 -1.724 7.532 0.0653
C 3.415 3.427 3.456 -0.5158
H -4.218 -0.125 -0.841 0.0936
H 4.058 4.596 0.228 0.0835
C -2.564 -5.301 -4.644 -0.0559
H -2.819 -3.387 -6.585 0.0846
N 0.901 2.204 -0.807 0.0362
C 4.851 3.496 3.954 -0.0171
P 3.139 0.135 -0.908 1.0187
C 3.981 -3.506 -2.511 -0.0892
H 2.380 -2.241 -5.212 0.1032
H -3.739 -6.276 6.679 0.0785
H -0.159 -1.143 7.068 0.0896
C 7.503 0.663 0.517 -0.0943
C -3.202 -0.178 5.734 -0.0488
H 4.377 -2.441 -0.700 0.1082
C -3.315 -5.320 6.363 -0.0759
C -1.598 0.604 -5.889 -0.0766
H -0.441 -6.204 -6.121 0.0775
C -1.296 -4.154 3.313 -0.0146
H 4.942 2.908 4.869 0.0864
H -1.925 -7.494 5.559 0.0765
H 2.658 4.881 4.908 0.0818
C 2.827 -1.158 -3.419 -0.0822
H 4.342 0.330 1.693 0.0802
C 3.373 -1.197 -2.144 -0.3650
H 0.910 1.231 -3.641 0.0464
H -3.576 0.071 4.738 0.0764
C -1.921 -4.003 -6.655 -0.0748
B 2.222 1.994 2.014 -0.4686
C -0.289 -2.501 -2.223 -0.1567
H -1.165 -5.067 2.738 0.1077
H 0.602 -4.780 -5.937 0.0807
O 0.094 -0.228 -1.814 -0.2474
C 7.237 0.618 -0.847 -0.0929
C 4.884 0.343 -0.381 -0.3488
H 0.344 2.229 -4.987 0.0845
H -1.828 2.454 -3.942 0.0841
C 5.160 0.386 0.983 -0.0959
H 5.544 3.089 3.218 0.0687
C -1.540 -1.779 4.760 -0.0856
H 1.429 3.784 4.238 0.0921
C -3.127 0.045 -0.826 -0.0974
H -3.354 0.691 6.381 0.0787
H -2.159 -4.875 -7.270 0.0790
H 1.173 -2.158 -0.773 0.0754
H 1.073 5.625 -2.575 0.1017
C -1.500 -6.549 5.206 -0.0579
H 0.595 -3.830 -0.832 0.1253
H -4.132 -4.598 6.290 0.0834
H -2.707 -1.724 1.941 0.1024
C 4.379 4.229 1.206 -0.0114
C -2.075 -2.982 5.208 -0.0034
H 0.125 0.507 5.106 0.0907
C -0.939 0.703 5.234 -0.0642
C 3.153 4.164 2.117 -0.5089
C 0.259 -2.780 -0.854 -0.1665
O 3.099 2.068 3.137 -0.0295
H -2.874 1.687 1.181 0.0793
C 3.420 -3.459 -3.783 -0.0929
O 2.197 3.317 1.479 -0.0366
H -4.062 -6.957 4.337 0.0765
H -1.065 1.465 6.012 0.0779
C -2.869 -1.640 0.871 -0.1723
C -3.623 -6.012 4.003 -0.0573
H -3.161 -6.179 3.029 0.0729
C -1.089 -3.293 -4.362 -0.1885
H -0.807 5.095 -0.986 0.0974
H -2.630 -4.981 7.143 0.0832
C -0.826 -0.873 -3.955 -0.0827
H 3.624 1.847 -2.458 0.1045
H -2.938 1.089 -1.070 0.0736
C -0.765 -2.985 2.799 -0.1559
O -0.521 -0.659 2.918 -0.2309
H -2.827 1.051 -3.522 0.0852
H 5.148 4.902 1.593 0.0848
C 3.953 -2.387 -1.697 -0.1081
C -0.951 0.556 -4.502 -0.5225
H -2.815 -6.156 -5.280 0.0773
C -0.644 -3.533 -3.065 -0.0095
H -1.378 1.427 -2.568 0.0504
C -2.599 -5.493 5.023 -0.5651
C 0.434 1.203 -4.617 -0.0482
H -3.806 -1.002 6.120 0.0742
H 4.815 3.240 1.066 0.0777
H 0.161 -5.736 -4.524 0.0746
H -0.760 -6.209 5.933 0.0868
H 2.825 3.918 -2.957 0.1080
H -4.183 0.562 1.590 0.0905
H -2.270 -5.682 -3.666 0.0736
H 1.065 0.641 -5.312 0.0845
H 3.245 6.236 2.768 0.0872
C -1.712 -0.549 5.669 -0.5295
H 2.347 -0.255 -3.762 0.0686
H -1.152 -3.427 -7.175 0.0833
C 5.937 0.448 -1.291 -0.0966
H 5.740 0.373 -2.356 0.1044
C 2.560 5.559 2.250 -0.0172
C -3.090 0.658 1.477 -0.0959
H -0.557 -4.551 -2.692 0.1142
H -2.332 -3.688 0.488 0.1283
H 2.371 5.960 1.252 0.0820
H -3.938 -1.860 0.687 0.1257
N -2.562 -0.261 0.477 -0.2670
H 0.996 -2.599 1.612 0.1143
```

Values from the calculation:
highest occupied orbital energy: -3.516 eV
ΔE to the lowest compared entry with this formula, charge and spin: 0.000 eV
gap between HOMO and LUMO: 0.2148 Eh
total charge: -1